Record 1
{
  "formula": "C18H21I3N2O5",
  "method": "wB97M-V/def2-TZVPD",
  "elements": ["O", "O", "O", "I", "I", "I", "O", "O", "C", "C", "C", "C", "C", "C", "C", "C", "C", "N", "N", "C", "C", "C", "C", "C", "C", "C", "C", "C", "H", "H", "H", "H", "H", "H", "H", "H", "H", "H", "H", "H", "H", "H", "H", "H", "H", "H", "H", "H", "H"],
  "positions_angstrom": [[-2.88998, 1.15123, 3.76909], [-0.43620, 2.23888, -2.66644], [-0.36172, -2.84631, 6.77528], [-5.63631, -0.96914, 2.83610], [-2.07260, -5.78001, 4.64466], [0.65927, -0.16627, 3.85498], [-2.21812, 0.57260, 1.69504], [-0.38745, 1.49807, -0.47407], [-2.44389, 0.37646, 2.94327], [0.19490, 1.96976, -1.66204], [0.41996, -3.26953, 5.99578], [-3.50272, -3.02098, 3.88010], [-3.58277, -1.71906, 3.42364], [-2.21426, -3.56212, 4.10345], [-1.14105, -1.50731, 3.73758], [-2.34871, -0.97841, 3.42496], [-1.05993, -2.85305, 4.12105], [0.08819, -3.42383, 4.72195], [1.58260, 2.04664, -1.76146], [1.79179, -3.91860, 6.39761], [-2.14884, 1.95487, 1.21244], [-1.79821, 2.04651, -0.28772], [4.24280, 3.95629, -4.61543], [4.08253, 4.50143, -3.17598], [3.75222, 2.44764, -4.79649], [3.72322, 3.40648, -2.28564], [2.50371, 2.04838, -3.98079], [2.29256, 2.87945, -2.67447], [-4.45246, -3.60867, 4.04911], [0.48703, -4.27788, 4.38258], [1.99412, 1.22031, -1.28899], [2.25209, -4.45268, 5.47030], [2.40722, -3.09765, 6.80861], [1.63486, -4.61987, 7.17414], [-3.12612, 2.38737, 1.47716], [-1.28139, 2.47371, 1.78111], [-1.84997, 3.16649, -0.48649], [-2.38153, 1.52063, -1.03637], [3.61770, 4.58000, -5.32997], [5.28032, 3.85133, -4.79466], [5.01990, 5.11979, -3.00514], [3.36982, 5.28492, -3.17259], [4.49668, 1.76608, -4.48074], [3.38898, 2.26919, -5.87025], [3.54139, 3.63254, -1.22155], [4.46371, 2.61397, -2.44912], [1.59326, 2.20975, -4.58455], [2.69648, 0.99596, -3.75084], [1.68659, 3.81428, -2.89854]],
  "forces_ev_per_angstrom": [[0.5, 1.0, -0.9], [-1.0, 0.5, 1.1], [-1.1, 1.8, 2.3], [2.3, -0.5, 0.6], [-0.3, 2.1, -0.4], [-1.6, -1.3, -0.2], [1.2, 0.6, -2.4], [-0.1, 1.8, -0.8], [-1.8, 1.5, 2.8], [0.0, 0.0, -1.8], [1.5, -1.8, 1.4], [-0.8, -0.9, -0.3], [0.3, 0.0, 0.5], [-2.1, -2.2, 0.7], [1.7, 0.1, 0.8], [-1.7, -1.0, -1.7], [0.9, 0.0, 1.0], [0.8, 0.0, -3.2], [-0.9, -1.7, 4.1], [-0.2, 0.9, -2.4], [1.2, -0.1, 0.6], [1.3, 0.3, 0.3], [-2.4, -1.2, -0.5], [1.8, 1.8, -1.7], [-2.2, 1.6, -1.1], [-1.8, -1.7, 2.4], [-0.4, 1.3, -0.4], [0.9, 0.0, -2.8], [1.5, 0.5, -0.4], [0.0, 0.0, -1.0], [0.4, 1.3, -0.4], [-0.4, 1.1, 1.8], [0.0, -0.5, -0.5], [-0.3, -0.7, 0.8], [0.5, 0.3, -0.4], [-1.6, -0.8, -0.8], [0.4, -1.4, -0.1], [-0.5, 0.0, 0.4], [1.4, -0.6, 0.6], [1.0, 0.7, -0.9], [-0.7, -1.2, 0.6], [-1.2, 0.6, 0.1], [1.2, -0.5, -0.3], [1.4, 0.2, 1.3], [1.0, 0.3, -0.2], [-0.2, -0.1, 0.7], [0.3, -0.7, 0.2], [-0.8, 0.1, 0.2], [0.4, -1.3, 0.4]],
  "mulliken_charge": [-0.5448, -0.5648, -0.5506, 0.0343, -0.0169, -0.0052, -0.1311, -0.2792, -0.5812, 0.3233, 0.6638, -0.1164, -0.9359, -0.6513, -0.7684, 2.0700, 0.9870, -0.2395, -0.1204, -0.9139, -0.4727, -0.4458, -0.5579, -0.6344, -0.8806, -0.8411, -0.7049, 0.2024, 0.2815, 0.3761, 0.3199, 0.2234, 0.2677, 0.3116, 0.3769, 0.2517, 0.3573, 0.3461, 0.2769, 0.3591, 0.2986, 0.4360, 0.4355, 0.3186, 0.3097, 0.2953, 0.3160, 0.2301, 0.2883],
  "homo_ev": -9.103,
  "total_charge": 0,
  "lumo_energy_ha": -0.0404
}

***

Record 2
{
  "formula": "C22H50ClINbO4S",
  "method": "wB97M-V/def2-TZVPD",
  "elements": ["C", "C", "I", "C", "Nb", "C", "C", "C", "C", "C", "S", "O", "O", "O", "C", "C", "O", "Cl", "H", "H", "H", "H", "H", "H", "H", "H", "H", "H", "H", "H", "H", "H", "H", "H", "H", "H", "H", "H", "H", "H", "C", "C", "C", "C", "C", "C", "H", "H", "H", "H", "H", "H", "H", "H", "H", "H", "H", "H", "H", "H", "C", "C", "C", "C", "C", "C", "H", "H", "H", "H", "H", "H", "H", "H", "H", "H", "H", "H", "H", "H"],
  "positions_angstrom": [[-3.38166, 0.21938, 2.01754], [-2.75691, 0.08443, 3.39269], [-0.69228, -0.51625, 3.16876], [-2.90189, 1.30996, 4.28014], [-2.09207, 3.40064, 3.80942], [-0.31613, 2.79624, 4.98114], [-0.90996, 5.33103, 3.75166], [-0.59957, 6.07299, 2.43594], [-0.27524, 5.16747, 1.25271], [0.11488, 5.97138, 0.01872], [1.04861, 5.10170, -1.22841], [0.42140, 5.29854, -2.50154], [2.45297, 5.31468, -1.04784], [0.86967, 3.56906, -0.81866], [-4.01308, 4.48133, 3.04259], [-3.92855, 4.92339, 1.66391], [-3.56994, 5.94560, 1.18076], [-4.49119, 3.60949, 0.50351], [-3.33143, -0.71998, 1.46352], [-4.43121, 0.51072, 2.13425], [-2.88991, 0.99203, 1.42712], [-3.17838, -0.79747, 3.88036], [-3.99179, 1.46197, 4.37661], [-2.54896, 1.04845, 5.28256], [-2.92740, 3.80241, 5.41614], [-1.73811, 2.74167, 2.11414], [-0.45926, 1.94229, 5.64327], [0.41470, 2.53828, 4.19758], [0.09429, 3.63044, 5.55313], [0.01802, 5.21511, 4.31569], [-1.54168, 5.99777, 4.36188], [0.25034, 6.75244, 2.58811], [-1.44345, 6.70640, 2.15563], [0.50841, 4.45910, 1.52855], [-1.17033, 4.58947, 1.01078], [0.73421, 6.83325, 0.27486], [-0.77820, 6.31533, -0.50642], [-0.06452, 3.34092, -0.68904], [-4.23446, 5.35175, 3.66435], [-4.77358, 3.71353, 3.17939], [2.82233, -2.60310, 0.84639], [1.99969, -3.29944, -0.23292], [0.72744, -3.95725, 0.29764], [0.95895, -5.07511, 1.31503], [1.83984, -6.21969, 0.81553], [1.26595, -6.94805, -0.39577], [3.16389, -3.30236, 1.61160], [3.70495, -2.12411, 0.42033], [2.22601, -1.83016, 1.33452], [2.61812, -4.03978, -0.75137], [1.71235, -2.56214, -0.98729], [0.14944, -4.34709, -0.54596], [0.10166, -3.19027, 0.76250], [-0.01418, -5.47901, 1.61245], [1.39783, -4.65655, 2.22422], [1.97967, -6.93395, 1.63168], [2.83676, -5.84123, 0.57192], [0.28202, -7.36486, -0.16794], [1.91211, -7.76960, -0.70935], [1.15105, -6.27801, -1.24974], [2.82913, -1.52532, -6.84728], [1.62410, -1.21681, -5.96466], [1.83487, -1.57320, -4.49420], [2.09786, -3.05493, -4.22215], [1.00704, -4.00647, -4.71116], [-0.34680, -3.76303, -4.05187], [3.06976, -2.58991, -6.84409], [2.64689, -1.23427, -7.88278], [3.71206, -0.98424, -6.49959], [0.74484, -1.73985, -6.35235], [1.39364, -0.15083, -6.03119], [0.96375, -1.24482, -3.92157], [2.67949, -0.99476, -4.10721], [2.21964, -3.19123, -3.14412], [3.05275, -3.34746, -4.66859], [1.32567, -5.03220, -4.50508], [0.90485, -3.93413, -5.79814], [-0.27276, -3.86391, -2.96636], [-1.09427, -4.47598, -4.40293], [-0.72477, -2.76183, -4.26365]],
  "forces_ev_per_angstrom": [[0.1, 0.0, -0.1], [-0.5, 0.0, 0.0], [0.2, -0.1, 0.0], [0.7, -0.3, 0.0], [0.7, 0.3, 0.3], [-0.5, 0.6, 0.6], [0.6, -0.2, -0.4], [-0.1, 0.3, 0.1], [0.0, -0.1, 0.1], [-0.2, 0.3, -0.2], [0.1, -0.5, 0.3], [0.1, 0.2, 0.0], [-0.2, 0.2, -0.2], [-0.1, -0.1, 0.1], [-0.1, 0.8, 0.0], [-0.2, -0.4, 0.5], [0.2, 0.4, -0.1], [0.0, -0.2, -0.3], [-0.1, 0.0, 0.0], [0.0, 0.0, 0.0], [0.0, 0.0, 0.1], [0.1, 0.0, 0.0], [0.1, 0.2, -0.1], [-0.1, 0.0, 0.0], [-0.5, -0.5, -0.4], [-0.8, -0.1, 0.1], [0.1, -0.1, -0.1], [-0.1, 0.0, -0.1], [0.1, -0.2, 0.1], [0.0, 0.1, -0.1], [-0.1, -0.2, 0.1], [0.0, 0.0, 0.0], [0.0, 0.0, 0.0], [0.0, 0.0, 0.0], [0.1, -0.1, 0.0], [0.0, 0.0, 0.0], [0.1, 0.1, 0.1], [0.0, 0.0, -0.1], [0.1, -0.1, 0.0], [0.1, -0.1, 0.0], [0.0, 0.0, -0.1], [0.0, 0.0, 0.0], [0.0, 0.0, 0.0], [0.0, 0.0, 0.0], [0.0, 0.0, 0.0], [0.0, 0.0, 0.0], [0.0, 0.0, 0.0], [0.0, 0.0, 0.0], [0.0, 0.0, 0.1], [0.0, 0.0, 0.0], [0.0, 0.0, 0.0], [0.0, 0.0, 0.0], [0.0, 0.0, 0.0], [0.0, 0.0, 0.0], [0.0, 0.0, 0.0], [0.0, 0.0, 0.0], [0.0, 0.0, 0.0], [0.0, 0.0, 0.0], [0.0, 0.0, 0.0], [0.0, 0.0, 0.0], [0.0, 0.0, 0.0], [0.0, 0.0, 0.0], [0.0, 0.0, 0.0], [0.0, 0.0, 0.0], [0.0, 0.0, 0.0], [0.0, 0.0, 0.0], [0.0, 0.0, 0.0], [0.0, 0.0, 0.0], [0.0, 0.0, 0.0], [0.0, 0.0, 0.0], [0.0, 0.0, 0.0], [0.0, 0.0, 0.0], [0.0, 0.0, 0.0], [0.0, 0.0, 0.0], [0.0, 0.0, 0.0], [0.0, 0.0, 0.0], [0.0, 0.0, 0.0], [0.0, 0.0, 0.0], [0.0, 0.0, 0.0], [0.0, 0.0, 0.0]],
  "mulliken_charge": [-1.1056, -0.0874, -0.0896, -1.1879, -0.3997, -1.3059, -1.2656, -0.7974, -0.0539, -0.9306, 1.2002, -0.6240, -0.6398, -0.4588, -1.2755, 0.7604, -0.5205, -0.2857, 0.3785, 0.3169, 0.1940, 0.5172, 0.4833, 0.5273, 0.0121, 0.1725, 0.3766, 0.3481, 0.3896, 0.5700, 0.3436, 0.4914, 0.2769, 0.5584, 0.0714, 0.4531, 0.3366, 0.3333, 0.3963, 0.5369, -1.4128, 0.1129, -0.4904, -0.8071, -0.3802, -0.9514, 0.3127, 0.4176, 0.2398, 0.2601, 0.2135, 0.1048, 0.2994, 0.3924, 0.3055, 0.3722, 0.2383, 0.2995, 0.3780, 0.0667, -1.1959, -0.5424, -0.6888, -0.0103, -0.5261, -0.8973, 0.2786, 0.3820, 0.2892, 0.2375, 0.3827, 0.3516, 0.4373, -0.2628, 0.3689, 0.3757, 0.3162, -0.0070, 0.3866, 0.3362],
  "homo_ev": -5.431,
  "total_charge": -1,
  "lumo_energy_ha": 0.0826
}